Formula: C66H161N15O8
Source: the OMol25 dataset
Level of theory: ωB97M-V with the def2-TZVPD basis set

CARTESIAN COORDINATES (ANGSTROEM)
C 2.18 -0.96 -7.44
C 2.70 -0.79 -8.90
N 1.73 -1.39 -9.81
C 2.04 -2.84 -9.94
C 0.96 -3.69 -10.57
C 1.72 -0.73 -11.11
C 0.78 0.48 -11.15
H 3.09 -0.82 -6.85
H 1.84 -1.94 -7.11
H 1.53 -0.15 -7.14
H 2.87 0.27 -9.06
H 3.63 -1.37 -8.96
H 2.88 -2.98 -10.62
H 2.20 -3.24 -8.94
H 0.16 -3.17 -11.09
H 1.44 -4.27 -11.35
H 0.49 -4.38 -9.86
H 1.52 -1.46 -11.89
H 2.65 -0.32 -11.49
H 0.88 1.07 -12.06
H 0.94 1.16 -10.31
H -0.25 0.13 -11.06
C 5.94 3.10 6.11
C 7.43 2.59 5.93
N 8.05 3.04 4.61
C 9.22 2.36 4.35
C 9.87 2.64 3.02
C 8.15 4.52 4.43
C 9.39 5.25 5.14
H 5.73 4.15 5.90
H 5.44 2.99 7.07
H 5.40 2.58 5.31
H 8.14 3.02 6.65
H 7.35 1.51 6.03
H 9.99 2.64 5.07
H 9.11 1.28 4.46
H 9.44 2.12 2.17
H 10.01 3.69 2.76
H 10.75 2.02 3.16
H 7.28 5.00 4.89
H 7.99 4.85 3.41
H 9.41 5.13 6.22
H 9.28 6.33 5.08
H 10.31 4.86 4.70
C 0.73 -7.31 11.27
C 1.13 -6.47 10.04
N -0.14 -5.88 9.55
C -0.06 -5.50 8.12
C 0.15 -6.71 7.19
C -0.75 -4.85 10.38
C -2.05 -4.26 9.94
H 0.47 -6.54 12.00
H 1.56 -7.88 11.67
H -0.02 -8.01 10.91
H 1.77 -5.61 10.25
H 1.66 -7.13 9.35
H -0.93 -5.03 7.65
H 0.72 -4.76 7.93
H -0.28 -7.59 7.66
H -0.44 -6.57 6.28
H 1.19 -6.89 6.94
H -0.07 -4.12 10.82
H -1.15 -5.33 11.27
H -2.45 -3.71 10.79
H -2.74 -5.03 9.59
H -1.81 -3.56 9.14
C -4.92 -3.37 -10.71
C -4.59 -2.87 -9.25
N -5.69 -2.14 -8.67
C -6.82 -3.07 -8.50
C -8.13 -2.46 -7.94
C -5.45 -1.42 -7.43
C -4.27 -0.42 -7.37
H -4.97 -2.49 -11.35
H -5.92 -3.79 -10.86
H -4.16 -4.07 -11.06
H -4.45 -3.78 -8.66
H -3.68 -2.28 -9.13
H -6.42 -3.93 -7.97
H -7.04 -3.67 -9.38
H -8.33 -1.51 -8.42
H -8.15 -2.22 -6.87
H -8.98 -3.13 -8.10
H -6.34 -0.80 -7.32
H -5.38 -2.13 -6.61
H -4.25 0.40 -8.10
H -4.40 -0.07 -6.35
H -3.32 -0.92 -7.18
C 2.40 5.16 -5.51
C 3.32 5.47 -4.33
N 4.73 5.85 -4.62
C 4.88 7.05 -5.35
C 6.29 7.57 -5.13
C 5.51 4.74 -5.10
C 5.78 3.75 -4.01
H 2.32 6.03 -6.16
H 1.38 5.01 -5.17
H 2.82 4.38 -6.16
H 2.82 6.27 -3.78
H 3.27 4.56 -3.73
H 4.70 6.97 -6.42
H 4.17 7.81 -5.02
H 6.72 7.35 -4.16
H 7.04 7.32 -5.88
H 6.22 8.65 -5.17
H 6.41 5.15 -5.56
H 5.14 4.13 -5.93
H 6.36 4.22 -3.21
H 6.48 3.01 -4.40
H 4.93 3.19 -3.62
C 1.48 -0.65 2.88
C 0.08 -1.07 2.42
N -0.76 -0.06 1.79
C -1.21 1.06 2.62
C -1.93 0.48 3.85
C -0.28 0.19 0.48
C -1.00 1.30 -0.25
H 2.16 -0.67 2.03
H 1.97 -1.33 3.58
H 1.35 0.35 3.30
H 0.26 -1.94 1.79
H -0.62 -1.51 3.12
H -0.34 1.60 3.00
H -1.92 1.68 2.08
H -1.16 0.45 4.62
H -2.68 1.21 4.16
H -2.59 -0.37 3.69
H -0.51 -0.77 0.02
H 0.80 0.32 0.39
H -0.42 1.59 -1.13
H -0.96 2.19 0.37
H -2.01 1.06 -0.57
C 7.17 -7.86 3.49
C 7.13 -8.48 2.09
N 7.84 -7.66 1.08
C 7.51 -6.18 1.13
C 6.06 -5.95 0.78
C 7.78 -8.30 -0.25
C 8.81 -9.43 -0.37
H 6.73 -6.87 3.47
H 8.20 -7.62 3.74
H 6.77 -8.34 4.39
H 7.54 -9.49 2.19
H 6.07 -8.56 1.86
H 7.86 -5.79 2.09
H 8.20 -5.62 0.50
H 5.83 -6.14 -0.27
H 5.31 -6.48 1.38
H 5.86 -4.90 1.02
H 8.20 -7.57 -0.94
H 6.77 -8.52 -0.61
H 8.45 -10.33 0.13
H 9.82 -9.13 -0.08
H 8.89 -9.69 -1.42
C -6.82 7.25 2.31
C -5.55 6.65 2.77
O -5.05 5.79 2.06
N -5.01 6.97 3.99
C -3.68 6.51 4.39
H -7.52 7.54 3.10
H -7.22 6.51 1.61
H -6.59 8.14 1.72
H -5.55 7.43 4.71
H -3.36 5.60 3.89
H -3.71 6.31 5.46
H -3.03 7.33 4.09
C -4.12 8.86 -4.74
C -4.24 7.69 -3.73
O -5.05 6.78 -3.86
N -3.50 7.69 -2.60
C -2.66 8.84 -2.17
H -4.64 9.70 -4.27
H -4.67 8.57 -5.63
H -3.09 9.10 -4.99
H -3.75 7.00 -1.91
H -1.62 8.83 -2.51
H -2.66 8.95 -1.08
H -3.09 9.76 -2.56
C -4.85 -4.13 0.49
C -5.54 -5.50 0.25
O -5.15 -6.49 0.98
N -6.57 -5.68 -0.61
C -7.10 -4.65 -1.54
H -3.87 -4.22 0.03
H -4.71 -3.95 1.56
H -5.37 -3.26 0.08
H -6.92 -6.62 -0.64
H -7.69 -5.18 -2.28
H -6.31 -4.11 -2.06
H -7.90 -4.05 -1.10
C -9.13 3.03 -5.85
C -9.25 2.58 -4.44
O -10.31 2.38 -3.91
N -8.08 2.47 -3.81
C -7.81 2.33 -2.36
H -8.18 3.54 -6.01
H -9.98 3.64 -6.16
H -9.09 2.21 -6.56
H -7.22 2.65 -4.31
H -8.03 1.32 -2.02
H -8.36 3.06 -1.78
H -6.79 2.60 -2.08
C -0.71 -4.62 -4.02
C 0.42 -5.46 -3.41
O 0.74 -5.26 -2.28
N 1.08 -6.35 -4.23
C 2.26 -7.14 -3.93
H -0.42 -4.23 -4.99
H -0.93 -3.74 -3.41
H -1.63 -5.20 -4.10
H 0.55 -6.52 -5.07
H 3.17 -6.64 -4.25
H 2.27 -8.14 -4.37
H 2.29 -7.22 -2.84
C -2.11 2.63 9.85
C -1.78 1.81 11.04
O -0.69 1.35 11.15
N -2.75 1.55 11.90
C -2.46 1.07 13.19
H -2.33 3.64 10.20
H -3.02 2.25 9.38
H -1.27 2.65 9.15
H -3.57 2.15 11.83
H -2.00 1.95 13.63
H -1.74 0.25 13.19
H -3.36 0.76 13.73
C -7.68 1.36 5.34
C -7.32 0.23 6.38
O -6.91 0.48 7.49
N -7.58 -0.96 5.92
C -7.23 -2.16 6.68
H -6.90 1.57 4.61
H -7.75 2.35 5.80
H -8.53 1.22 4.68
H -7.97 -1.03 4.99
H -7.11 -2.96 5.95
H -8.00 -2.35 7.43
H -6.34 -2.17 7.30
C 2.20 6.71 2.22
C 3.20 6.80 1.03
O 3.26 7.87 0.42
N 4.02 5.77 0.80
C 3.90 4.46 1.37
H 2.78 6.90 3.12
H 1.72 5.75 2.40
H 1.42 7.44 2.04
H 4.65 5.85 0.01
H 3.62 4.45 2.42
H 4.90 4.05 1.25
H 3.33 3.86 0.67

Output
LUMO ... -0.01 eV
E_HOMO ... -7.93 eV
Molar mass ... 1293.11 g/mol